Entry 1:
DFT (ωB97M-V/def2-TZVPD) results for an isolated molecule of C4H8N4 at a distorted geometry.

```
! RIJCOSX wB97M-V def2-TZVPD def2/J DEFGRID3
* xyz 0 1
C -1.5282 0.4434 0.9148
C -0.4234 0.5927 -0.0905
C 1.4895 -0.0840 -1.0419
C 0.3775 -1.6010 0.6546
H -2.2227 -0.4118 0.9136
H -2.2235 1.3350 0.9541
H -1.3416 0.4458 1.9126
H -1.1245 2.3901 -0.8679
H 1.9925 -1.0369 -1.0710
H 1.3400 2.0996 -1.0148
H -0.0313 -1.1659 1.6336
H 0.8411 -2.7154 -0.7327
N -0.1989 1.7291 -0.7975
N 0.4466 -0.4045 -0.2032
N 1.9790 1.2005 -1.3936
N 0.6280 -2.8165 0.2298
*
```

Calculated values
Energy relative to the best compared isomer or geometry (same formula, charge and spin), eV: 4.909
Energy, eV: -10233.33285
SMILES string: [H]/N=C\N(/C=N\[H])/C(C)=N/[H]
Maximum force, Eh/bohr: 0.1226

Atom-resolved charges from Mulliken, all expressed in e: -1.68, 0.88, 0.06, 0.25, 0.44, 0.28, 0.48, 0.21, 0.28, 0.37, 0.28, 0.26, -0.68, -0.14, -0.67, -0.62


Entry 2:
DFT (ωB97M-V/def2-TZVPD) results for a structure of composition C4H8N4 at a distorted geometry.

```
! RIJCOSX wB97M-V def2-TZVPD def2/J DEFGRID3
* xyz 0 1
C -0.4115 -1.8481 0.6548
C 1.5361 0.8272 0.6806
C -0.6803 0.1261 -0.4975
C -1.9677 -0.4122 -0.9988
H -1.7771 -2.2650 0.2861
H 0.2495 -2.7395 0.5658
H -0.5278 -1.4915 2.0205
H 2.2506 1.2136 1.4478
H 1.1683 2.5902 -0.4662
H -2.8197 -0.7120 -0.1891
H -2.3115 0.6612 -1.2012
H -1.8220 -1.1250 -1.8791
N 0.3303 -0.8078 -0.0450
N 1.1356 -0.3356 1.0022
N 0.9530 1.5370 -0.3123
N -0.3146 1.2793 -0.5905
*
```

Calculated values
Energy relative to the best compared isomer or geometry (same formula, charge and spin), eV: 6.447
Energy, eV: -10231.79473
Maximum force, Eh/bohr: 0.1012

Atom-resolved charges from Mulliken, all expressed in e: -0.68, 0.01, 0.68, -1.23, 0.19, 0.29, 0.25, 0.34, 0.29, 0.37, 0.32, 0.29, 0.13, -0.65, -0.15, -0.45


Entry 3:
DFT (ωB97M-V/def2-TZVPD) results for an isolated molecule of C4H8N4 at a distorted geometry.

```
! RIJCOSX wB97M-V def2-TZVPD def2/J DEFGRID3
* xyz 0 1
C 1.4340 -0.1712 -0.0500
C -0.8359 -1.1244 0.0826
C -2.2361 -0.5269 -0.0188
C -0.7426 1.1946 0.0310
H 1.9796 1.6908 -0.7418
H 1.9165 1.4746 0.9468
H 2.9141 -1.2876 0.0481
H -0.6028 -1.5530 1.0132
H -0.5937 -1.8443 -0.7133
H -2.6740 -0.9212 -0.9863
H -2.9914 -0.7345 0.8342
H -0.3139 2.2069 -0.0610
N 2.2106 1.0313 0.0066
N 1.8738 -1.3070 -0.0828
N 0.0237 0.0199 0.0772
N -2.0153 0.9323 -0.0880
*
```

Calculated values
Energy relative to the best compared isomer or geometry (same formula, charge and spin), eV: 1.197
Energy, eV: -10237.04467
SMILES string: [H]/N=C(\N)N1C=NCC1
Maximum force, Eh/bohr: 0.0896

Atom-resolved charges from Mulliken, all expressed in e: 0.41, -0.66, -0.30, 0.07, 0.28, 0.31, 0.31, 0.31, 0.35, 0.24, 0.26, 0.34, -0.71, -0.58, 0.01, -0.64


Entry 4:
DFT (ωB97M-V/def2-TZVPD) results for an isolated molecule of C4H8N4 at a distorted geometry.

```
! RIJCOSX wB97M-V def2-TZVPD def2/J DEFGRID3
* xyz 0 1
C -2.4975 -1.1053 -0.0973
C -1.0519 -1.0434 -0.0459
C 1.1760 1.7184 -0.1123
C 1.7714 -0.6792 0.1724
N -3.0005 0.0547 0.0006
N -2.9634 1.1837 0.1040
N -0.5285 0.1243 0.0005
N 0.7704 0.3566 0.1181
H -3.0757 -1.9972 -0.2144
H -0.5248 -1.9914 -0.0162
H 1.7190 2.1111 0.7519
H 1.8174 1.8042 -0.9948
H 0.2758 2.3054 -0.2721
H 2.7155 -0.2290 0.4667
H 1.4892 -1.4183 0.9269
H 1.9076 -1.1946 -0.7881
*
```

Calculated values
Energy relative to the best compared isomer or geometry (same formula, charge and spin), eV: 3.626
Energy, eV: -10234.61617
Maximum force, Eh/bohr: 0.0387

Atom-resolved charges from Mulliken, all expressed in e: -0.63, 0.23, -0.91, -1.01, 0.40, -0.51, -0.41, 0.23, 0.36, 0.33, 0.27, 0.29, 0.33, 0.36, 0.33, 0.32


no.,highest occupied orbital energy (eV)
1,-8.27
2,-8.13
3,-8.54
4,-7.03